(1)
A structure of composition C2H3FLiO2 in a non-equilibrium geometry, computed with wB97M-V/def2-TZVPD.

The maximum force is 3.81 eV Å⁻¹. The charge is 0. The HOMO-LUMO gap (alpha / beta) is 5.3 / 8.5 eV. For the energy above the lowest of the compared OMol25 structures with the same formula, charge and spin, the calculation gives 42.47 kJ/mol. Its spin multiplicity is 2.

Geometry (Å):
C  -0.0120  0.5423  0.4358
C  1.1356  -0.2040  -0.2958
F  -1.2120  -0.2620  0.2610
H  0.2825  -1.3705  0.9159
H  2.0735  0.2841  0.0227
H  0.9209  -0.2152  -1.3800
Li  -0.4662  2.6404  -1.0311
O  -0.2984  1.7648  0.3056
O  1.0593  -1.5172  0.1891

---

(2)
The molecule C22H28N6O3 in a non-equilibrium geometry, computed with wB97M-V/def2-TZVPD.

The maximum force is 1.42 eV Å⁻¹. The charge is 0. The HOMO-LUMO gap is 7.4 eV. For the energy above the lowest of the compared OMol25 structures with the same formula, charge and spin, the calculation gives 282.53 kJ/mol.

Geometry (Å):
C  -5.8277  -2.7314  1.0248
O  -6.4224  -1.8319  0.1198
C  -5.6425  -1.5590  -1.0247
C  -5.8254  -0.0899  -1.4028
H  -5.4119  0.0892  -2.3975
C  -5.1445  0.8224  -0.3781
N  -3.7051  0.7685  -0.4782
C  -2.9251  0.0914  0.3984
O  -3.3529  -0.4472  1.4020
C  -1.4732  0.0780  0.0558
C  -0.6465  -0.7227  0.7881
C  0.7516  -0.9341  0.6223
C  1.6794  -0.0263  0.0489
N  2.8258  -0.4678  -0.4992
C  3.2102  -1.7032  -0.3202
N  2.5293  -2.5716  0.4999
C  3.0144  -3.8104  0.7802
C  4.1761  -4.2484  0.2378
C  4.8857  -3.4051  -0.6447
C  4.4217  -2.1557  -0.9322
C  5.1233  -1.2112  -1.8497
H  4.4619  -0.9298  -2.6667
H  5.3787  -0.2991  -1.3139
H  6.0259  -1.6612  -2.2530
H  5.8028  -3.7580  -1.0918
H  4.5476  -5.2315  0.4726
H  2.3920  -4.3924  1.4442
C  1.2187  -2.2335  1.0013
O  0.6192  -3.0707  1.6469
N  1.4995  1.3047  0.0326
C  2.3416  2.1574  -0.7788
H  2.9293  1.5270  -1.4427
H  1.6863  2.8010  -1.3739
C  3.2588  3.0099  0.1108
N  2.5254  3.7744  1.0990
C  1.8506  4.9403  0.5691
H  2.5909  5.5812  0.0923
H  1.4045  5.4888  1.3976
H  1.0633  4.7158  -0.1624
C  1.6769  2.8934  1.8670
C  0.7238  2.0322  1.0078
H  0.1878  1.3462  1.6612
H  -0.0024  2.6735  0.4976
H  1.0890  3.4843  2.5713
H  2.3290  2.2229  2.4371
H  3.8457  3.6924  -0.5054
H  3.9448  2.3471  0.6477
H  -1.1348  -1.3622  1.5163
C  -1.0538  0.8290  -1.0472
N  -0.7749  1.4357  -1.9869
H  -3.2880  1.1252  -1.3252
H  -5.4685  1.8579  -0.5207
H  -5.4126  0.4943  0.6283
H  -6.8927  0.1294  -1.4194
H  -5.9604  -2.2095  -1.8546
H  -4.5827  -1.7593  -0.8236
H  -6.5317  -2.8451  1.8469
H  -5.6515  -3.7099  0.5608
H  -4.8806  -2.3355  1.4073

---

(3)
The molecule C4H9NO, computed with wB97M-V/def2-TZVPD.

The maximum force is 0.56 eV Å⁻¹. The charge is 0. The HOMO-LUMO gap is 9.2 eV. For the energy above the lowest of the compared OMol25 structures with the same formula, charge and spin, the calculation gives 323.98 kJ/mol.

Geometry (Å):
C  -0.7768  -0.4505  2.3851
O  -0.6929  -0.0645  1.0404
C  0.4118  0.7869  0.7821
C  0.7904  0.9029  -0.6628
C  0.3817  -0.2702  -2.7314
N  0.0062  0.1559  -1.3966
H  -1.0162  0.4060  3.0325
H  0.1694  -0.8947  2.7341
H  -1.5697  -1.1981  2.4687
H  1.3239  0.3546  1.2322
H  0.2698  1.7725  1.2504
H  1.3409  0.1988  -2.9515
H  0.5085  -1.3583  -2.7123
H  -0.3580  -0.0118  -3.4947
H  -0.7889  -0.3294  -0.9763

---

> The highest energy above the lowest of the compared OMol25 structures with the same formula, charge and spin belongs to which entry?

C4H9NO